Molecular formula: C4H13N2S
Method: DFT, ωB97M-V/def2-TZVPD

Results
SMILES	NCC[NH2+]CCS
LUMO	-0.1150	Eh
HOMO energy	-12.8	eV
relative energy (zero: lowest compared OMol25 entry of this formula, charge and spin)	40.1	kcal/mol

```
! wB97M-V def2-TZVPD RIJCOSX def2/J DEFGRID3
* xyz 1 1
C -1.2948 -0.8043 1.3289
N 0.0758 -0.1675 1.1595
C 0.7623 -0.6372 -0.1098
C 1.5210 0.4198 -0.9320
S 1.9427 -0.1007 -2.6093
C -2.4521 0.1446 1.5335
N -2.0073 1.2815 2.3440
H -1.3670 -1.4748 0.4807
H -1.1349 -1.5053 2.1480
H 0.7352 -0.1918 1.9381
H 1.0223 -1.6824 0.0043
H -0.1106 -0.6182 -0.7747
H 2.4571 0.5745 -0.3862
H 1.0142 1.3767 -1.0199
H 0.6590 -0.3554 -2.9321
H -2.9232 0.3619 0.5747
H -3.2235 -0.4110 2.0727
H -2.4407 2.1335 1.9870
H -2.4929 1.2924 3.2385
H -0.0605 0.8544 1.2134
*
```

Let us look at the Mulliken charges, expressed in e, one per atom: C -0.6733; N -0.2290; C -0.5672; C -0.7600; S -0.1390; C -0.4050; N -0.6272; H 0.3885; H 0.3745; H 0.3762; H 0.4643; H 0.2827; H 0.3826; H 0.3970; H 0.1424; H 0.3415; H 0.3532; H 0.2324; H 0.2706; H 0.3949

---

Molecular formula: C4H13N2S
Method: DFT, ωB97M-V/def2-TZVPD

Results
LUMO (spin up / spin down)	-0.3116 / -0.4675	Eh
HOMO energy (spin up / spin down)	-17.4 / -17.0	eV
relative energy (zero: lowest compared OMol25 entry of this formula, charge and spin)	45.3	kcal/mol

```
! wB97M-V def2-TZVPD RIJCOSX def2/J DEFGRID3
* xyz 2 2
C 1.6327 -0.4606 0.3066
C 2.1260 -0.4408 -0.9702
N 1.1534 -0.5517 -2.0853
N 2.3947 -0.2691 1.4490
H 0.5587 -0.6821 0.4782
H 3.1841 -0.3996 -1.2716
H 1.1292 -1.4910 -2.4997
H 0.2183 -0.3443 -1.7047
H 1.3719 0.0940 -2.8077
H 3.2737 0.2157 1.2266
H 1.9089 0.1409 2.2293
C -2.2229 -0.6660 1.5840
C -2.2175 0.7277 0.9446
S -1.1580 0.8617 -0.5427
H -1.4541 -0.8853 2.3396
H -2.1689 -1.4518 0.8490
H -3.1802 -0.7568 2.1311
H -3.2367 1.0057 0.7233
H -1.7377 1.3849 1.6766
H -2.0855 0.1662 -1.4237
*
```

Let us look at the Mulliken charges, expressed in e, one per atom: C -0.1257; C -0.1035; N -0.1066; N -0.2758; H 0.4322; H 0.4141; H 0.4221; H -0.1054; H 0.4210; H 0.3401; H 0.3224; C -1.0041; C -0.3264; S -0.2656; H 0.2897; H 0.3093; H 0.3459; H 0.4089; H 0.3452; H 0.2621